(1)
{
  "formula": "C7H13NO3S",
  "method": "ωB97M-V with the def2-TZVPD basis set",
  "symbols": ["H", "N", "C", "C", "C", "C", "C", "C", "C", "S", "O", "O", "O", "H", "H", "H", "H", "H", "H", "H", "H", "H", "H", "H", "H"],
  "coordinates": [[3.059894, 2.007978, -0.370679], [3.258090, 1.011786, -0.301950], [2.202853, 0.350599, -0.052574], [2.346671, -1.139016, 0.091391], [0.867679, 1.026891, 0.176918], [-0.193690, 0.823260, -0.907291], [-0.662264, -0.574304, -1.265727], [-1.201239, -1.377667, -0.084173], [-1.822673, -0.512366, 1.034625], [-2.309462, 1.157268, 0.608256], [-1.999617, 1.988585, 1.728393], [-3.646861, 1.121985, 0.097887], [-1.377756, 1.599073, -0.610666], [3.406571, -1.372290, 0.062647], [1.948754, -1.474752, 1.049710], [1.851631, -1.681796, -0.709474], [0.494962, 0.759459, 1.166662], [1.047901, 2.100667, 0.218402], [0.210585, 1.280818, -1.809106], [-1.486385, -0.431061, -1.965913], [0.097745, -1.122863, -1.818806], [-1.973259, -2.047570, -0.461932], [-0.437569, -2.018234, 0.350138], [-2.729524, -0.961189, 1.425513], [-1.109793, -0.406946, 1.847886]],
  "forces_ev_per_a": [[-0.02, 0.09, 0.03], [-0.01, -0.13, -0.12], [0.24, 0.21, -0.11], [0.11, 0.11, 0.18], [-0.09, 0.02, 0.15], [0.40, -0.20, -0.22], [-0.19, -0.09, -0.01], [-0.51, -0.05, -0.16], [0.66, -0.12, -0.19], [-0.52, -0.02, 0.06], [0.07, 0.04, 0.01], [0.29, 0.05, -0.04], [-0.03, -0.09, 0.23], [0.04, -0.05, -0.04], [-0.14, -0.06, -0.01], [-0.12, -0.05, -0.01], [-0.05, -0.15, -0.01], [-0.04, 0.07, 0.04], [-0.19, 0.14, -0.08], [0.05, 0.10, -0.11], [0.12, -0.02, 0.13], [0.05, -0.06, -0.01], [0.11, 0.09, 0.12], [-0.12, 0.06, 0.07], [-0.12, 0.12, 0.11]],
  "lumo_ev": 0.54,
  "e_above_lowest_kcal_mol": 35.3,
  "total_charge": 0,
  "homo_ev": -10.300,
  "e_tot_ev": -25936.8645,
  "orbital_gap_ev": 10.84,
  "max_force_ha_per_bohr": 0.01367
}

---

(2)
{
  "formula": "C3H4CrO3",
  "method": "ωB97M-V with the def2-TZVPD basis set",
  "symbols": ["C", "C", "O", "C", "O", "O", "H", "H", "H", "Cr", "H"],
  "coordinates": [[1.125380, -0.979160, 0.862155], [0.088982, -1.130053, -0.170447], [-0.277287, -0.193562, -0.879320], [-1.022205, 2.360042, -0.173021], [-0.250975, 2.783883, 0.574465], [-1.777582, 1.967523, -0.976258], [2.103432, -1.200449, 0.407076], [-0.427690, -2.101756, -0.270373], [0.955340, -1.743385, 1.636347], [-1.642247, 0.178912, -2.289319], [1.124852, 0.058005, 1.278693]],
  "forces_ev_per_a": [[-0.46, 0.35, 0.34], [0.34, -1.35, 1.27], [-0.91, 0.92, -1.71], [2.42, 1.72, 2.03], [-1.52, -0.91, -1.17], [-1.11, -1.16, -1.52], [-0.02, 0.07, -0.01], [0.30, 0.12, -0.10], [0.14, 0.31, -0.17], [0.64, 0.73, 1.41], [0.18, -0.81, -0.37]],
  "multiplicity": 5,
  "lumo_ev": [-12.47, -11.04],
  "e_above_lowest_kcal_mol": 0.0,
  "total_charge": 2,
  "homo_ev": [-21.080, -21.191],
  "e_tot_ev": -37719.9626,
  "orbital_gap_ev": [8.61, 10.15],
  "max_force_ha_per_bohr": 0.07007
}

---

(3)
{
  "formula": "C3H12NS",
  "method": "ωB97M-V with the def2-TZVPD basis set",
  "symbols": ["C", "N", "H", "H", "H", "H", "H", "H", "C", "C", "S", "H", "H", "H", "H", "H", "H"],
  "coordinates": [[1.956789, 1.043773, 0.839139], [1.415802, -0.312508, 1.133184], [2.433304, 1.385276, 1.739802], [2.860380, 0.983306, 0.217157], [1.288414, 1.777053, 0.380758], [0.980180, -0.806730, 0.334370], [0.618078, -0.237790, 1.781452], [2.113214, -0.906868, 1.587096], [-1.380449, 0.582745, -1.017718], [-2.140549, -0.745975, -0.670953], [-1.065586, -2.210979, -0.592500], [-0.594499, 0.346819, -1.758071], [-0.991480, 1.205042, -0.213494], [-2.144834, 1.232612, -1.462604], [-2.372245, -0.584900, 0.391793], [-2.938040, -0.994879, -1.371299], [-0.038479, -1.756001, -1.318117]],
  "forces_ev_per_a": [[1.96, 0.59, -0.63], [-1.57, -0.07, -0.06], [-0.53, 0.47, 0.76], [-0.55, -0.51, -0.39], [-0.30, -0.57, 0.42], [1.02, 0.41, 0.23], [0.45, 0.14, 0.27], [0.12, -0.10, -0.14], [-0.52, -0.67, -1.42], [2.15, 1.41, 1.05], [-0.97, -0.19, 0.06], [-0.34, 0.61, 0.10], [0.05, -0.64, 0.47], [0.35, -0.13, -0.28], [-1.19, -0.78, -0.24], [-0.39, -0.06, 0.29], [0.27, 0.09, -0.48]],
  "multiplicity": 2,
  "lumo_ev": [-8.05, -13.26],
  "e_above_lowest_kcal_mol": 28.4,
  "total_charge": 2,
  "homo_ev": [-21.074, -21.084],
  "e_tot_ev": -15610.4903,
  "orbital_gap_ev": [13.03, 7.82],
  "max_force_ha_per_bohr": 0.05397
}

---

(4)
{
  "formula": "C11H19I2NO2PS7SbTi",
  "method": "ωB97M-V with the def2-TZVPD basis set",
  "symbols": ["Ti", "S", "Sb", "S", "S", "S", "S", "C", "N", "C", "C", "C", "C", "H", "H", "H", "H", "H", "C", "C", "C", "O", "P", "S", "S", "O", "C", "C", "C", "H", "H", "H", "H", "H", "H", "H", "H", "H", "H", "H", "H", "H", "H", "I", "I"],
  "coordinates": [[3.103566, 1.121223, 0.502050], [6.812926, 3.831013, -1.156201], [5.418225, 3.386942, 0.550789], [5.323925, 0.958939, 0.863415], [3.113070, 3.180411, -0.295765], [5.333253, 4.446788, 2.534911], [2.431080, 1.288817, 2.807662], [2.065927, -0.398716, 2.630653], [0.772889, -0.773156, 2.650685], [0.361184, -2.042321, 2.501778], [1.253536, -3.048167, 2.272289], [2.605442, -2.709168, 2.190021], [3.012213, -1.406344, 2.399226], [0.032066, -0.044438, 2.682424], [-0.708642, -2.181048, 2.550841], [0.926926, -4.063206, 2.082927], [3.325823, -3.479488, 1.946063], [4.058768, -1.132528, 2.382181], [-1.660245, 2.631623, -2.465801], [-2.743311, 2.749028, -1.406815], [-4.036743, 2.067188, -1.825945], [-2.354428, 2.294984, -0.094767], [-1.485769, 1.016202, 0.330147], [-1.958844, 0.680223, 2.219663], [0.424198, 1.226131, -0.210013], [-2.113228, -0.084718, -0.671342], [-1.476771, -1.369260, -0.867099], [-2.197557, -2.422659, -0.045393], [-1.521063, -1.675223, -2.349711], [-2.020333, 3.091455, -3.389161], [-1.419668, 1.588544, -2.665662], [-0.749132, 3.135609, -2.150850], [-2.948431, 3.810096, -1.240335], [-3.864924, 1.008639, -2.010648], [-4.416783, 2.533605, -2.737429], [-4.786173, 2.166353, -1.039924], [-0.430437, -1.285741, -0.559490], [-3.214637, -2.559022, -0.420826], [-2.265436, -2.103312, 0.993300], [-1.660486, -3.371566, -0.100225], [-2.557924, -1.718840, -2.692552], [-1.045128, -2.638507, -2.534626], [-0.988977, -0.909577, -2.914937], [3.084918, -0.788185, -1.350084], [1.165118, -6.008628, 0.104595]],
  "forces_ev_per_a": [[0.19, 0.22, -0.15], [-0.04, 0.03, 0.07], [-0.14, -0.19, 0.05], [0.18, -0.01, 0.05], [-0.07, 0.25, -0.02], [0.06, -0.01, -0.11], [0.02, 0.09, -0.01], [0.01, -0.31, -0.06], [0.03, -0.15, 0.03], [-0.20, 0.28, 0.07], [0.36, -0.17, -0.10], [-0.22, -0.10, 0.03], [0.06, 0.18, 0.15], [0.00, -0.01, 0.00], [-0.02, 0.01, -0.04], [0.00, 0.00, -0.02], [-0.01, -0.01, 0.00], [-0.04, 0.02, -0.03], [0.00, -0.01, 0.09], [-0.02, 0.02, -0.09], [0.03, 0.01, 0.07], [0.06, -0.08, -0.01], [0.01, 0.08, -0.10], [0.02, 0.00, -0.03], [-0.21, 0.07, -0.02], [-0.04, 0.08, 0.11], [0.00, -0.17, -0.03], [0.03, 0.10, -0.01], [0.04, 0.06, 0.03], [-0.03, 0.01, 0.01], [0.02, -0.01, -0.01], [0.03, -0.01, -0.01], [0.01, -0.01, 0.01], [0.00, -0.02, -0.01], [-0.01, 0.00, -0.01], [0.00, -0.01, -0.01], [-0.01, -0.01, 0.03], [0.00, -0.03, -0.01], [-0.03, 0.00, 0.03], [0.00, -0.02, -0.01], [0.00, 0.00, -0.01], [0.00, -0.02, -0.02], [0.02, 0.00, 0.01], [-0.03, -0.05, 0.05], [-0.04, -0.08, 0.02]],
  "lumo_ev": 3.28,
  "e_above_lowest_kcal_mol": 22.1,
  "total_charge": -2,
  "homo_ev": -2.720,
  "e_tot_ev": -148301.8579,
  "orbital_gap_ev": 6.00,
  "max_force_ha_per_bohr": 0.00794
}

---

(5)
{
  "formula": "FH16O8Sr",
  "method": "ωB97M-V with the def2-TZVPD basis set",
  "symbols": ["Sr", "F", "O", "H", "H", "O", "H", "H", "O", "H", "H", "O", "H", "H", "O", "H", "H", "O", "H", "H", "O", "H", "H", "O", "H", "H"],
  "coordinates": [[0.182758, 0.204053, -0.394050], [0.625342, 0.984225, -2.683927], [1.952614, 2.145861, -0.068896], [1.661880, 2.703614, 0.699012], [2.791363, 1.816953, 0.179667], [-0.997781, 2.914137, -0.143836], [-1.817991, 2.762122, -0.622180], [-1.163900, 3.804600, 0.177278], [-0.351975, -2.083223, 0.836302], [-0.327231, -1.943785, 1.787871], [-1.171823, -2.559893, 0.827514], [-1.013316, -1.666214, -1.973642], [-1.625553, -1.132861, -2.495883], [-1.593212, -2.348156, -1.516243], [-0.744569, 0.691914, 1.908753], [-0.955225, 1.439346, 2.408248], [-0.511578, 0.026072, 2.551900], [2.092613, -0.639690, 1.233601], [2.855339, -0.196004, 1.577713], [2.399005, -1.557305, 1.231220], [1.977480, -1.798336, -1.288396], [1.813100, -1.651918, -2.248597], [2.923800, -1.887346, -1.212763], [-2.610551, 0.021497, -0.336529], [-3.268333, -0.554576, -0.694968], [-3.122256, 0.504913, 0.260832]],
  "forces_ev_per_a": [[0.53, 0.47, -2.49], [-0.49, -0.81, 1.49], [-1.98, 1.05, 1.07], [0.46, -0.55, -1.13], [1.63, -0.38, 0.23], [-0.45, -0.10, 0.27], [0.00, -0.32, -0.46], [0.43, 0.26, 0.18], [0.16, 0.21, 0.81], [0.69, 0.09, 0.25], [-0.84, -0.63, -0.74], [-1.16, -1.19, 1.07], [0.21, 0.02, -0.31], [1.16, 1.17, -1.07], [0.37, -1.58, -0.90], [-0.58, 2.08, 1.10], [0.13, -0.21, 0.37], [-0.13, -0.66, 0.25], [0.58, 0.76, 0.43], [-0.43, -0.09, -0.27], [-0.75, 0.27, -0.93], [0.07, -0.06, 0.77], [0.47, 0.02, -0.10], [1.38, -0.59, -0.91], [-0.46, -0.79, -0.78], [-0.99, 1.56, 1.81]],
  "lumo_ev": -3.52,
  "e_above_lowest_kcal_mol": 26.7,
  "total_charge": 1,
  "homo_ev": -11.701,
  "e_tot_ev": -20191.0126,
  "orbital_gap_ev": 8.18,
  "max_force_ha_per_bohr": 0.05036
}

---

(6)
{
  "formula": "C4H8O2",
  "method": "ωB97M-V with the def2-TZVPD basis set",
  "symbols": ["C", "O", "C", "C", "O", "C", "H", "H", "H", "H", "H", "H", "H", "H"],
  "coordinates": [[-0.573388, 0.276272, 1.939932], [-0.803100, -0.451801, 0.752662], [-0.298800, 0.163778, -0.395825], [1.226101, 0.186436, -0.615853], [1.100086, -0.582370, -1.819181], [-0.310734, -0.755182, -1.617395], [0.328656, -0.080090, 2.454763], [-0.465062, 1.353147, 1.746562], [-1.431607, 0.131050, 2.601807], [-0.775967, 1.142488, -0.553851], [1.796854, -0.340224, 0.160089], [1.677109, 1.168299, -0.806052], [-0.575801, -1.788933, -1.364336], [-0.894348, -0.422870, -2.483324]],
  "forces_ev_per_a": [[0.02, 0.16, 0.26], [-0.03, -0.06, -0.04], [0.01, 0.16, -0.19], [0.16, 0.18, 0.28], [0.13, -0.07, -0.14], [-0.35, -0.10, -0.07], [-0.08, 0.08, -0.11], [-0.05, -0.16, 0.00], [0.12, -0.02, -0.08], [0.05, -0.15, 0.06], [-0.08, 0.03, -0.10], [-0.06, -0.16, 0.04], [0.06, 0.14, -0.02], [0.09, -0.04, 0.13]],
  "lumo_ev": 1.03,
  "e_above_lowest_kcal_mol": 57.8,
  "total_charge": 0,
  "homo_ev": -9.735,
  "e_tot_ev": -8370.7749,
  "orbital_gap_ev": 10.76,
  "max_force_ha_per_bohr": 0.00723
}